Density functional theory data (ωB97M-V/def2-TZVPD) for a cluster of 2 separate species, C6H12N3O in total.

Results
F_max = 4.31 eV/A
Spin multiplicity = 1
Total energy = -474.91102 a.u.
E_LUMO (alpha / beta) = -5.9 / -4.5 eV
Charge = +1

```
22
Properties=species:S:1:pos:R:3:forces:R:3
C 1.6036 -1.4307 1.8874 -1.1985 -0.7939 -0.4316
C 0.2204 1.3085 -0.2699 0.7770 -0.8262 -0.0807
C 0.8215 2.4987 -2.4624 -3.7187 2.1765 -0.0522
C -0.6469 -2.0582 2.7620 2.0867 2.5548 -0.0181
C -0.1530 2.4285 -1.1642 1.2140 1.3979 -0.4611
C 0.3787 -1.8931 1.5837 -1.1727 -0.3338 1.7886
N 2.6981 -1.5184 2.3791 2.1316 0.7449 -0.1547
N -0.1711 -2.1845 0.3480 -0.9049 -0.3069 1.1007
N -0.0134 3.6506 -0.2898 -2.6486 -1.5147 -0.4562
O 1.0442 0.7743 0.3153 -0.2301 0.3087 0.0174
H 1.4867 3.3050 -2.3368 0.7992 1.1304 0.3522
H 0.0986 2.8176 -3.3386 1.7225 -1.0516 1.5906
H 1.4070 1.6664 -2.6246 0.7460 -2.1210 -0.5629
H -1.1901 -1.1015 2.7676 -0.5747 -0.5391 -0.0517
H -0.1691 -2.0554 3.7718 -0.1448 -0.4900 -0.9676
H -1.2533 -2.9088 2.5826 -0.6469 -0.6966 0.0181
H -1.0863 2.2291 -1.6768 -0.6699 0.4071 1.0146
H -1.0206 -2.8163 0.4883 1.9500 1.0918 -1.0390
H 0.5290 -2.3692 -0.3507 -0.4291 -0.5530 -0.4819
H -0.6094 3.7078 0.5826 1.0160 -0.2716 -1.6131
H 0.9347 3.8756 -0.1377 1.0784 0.2237 0.3336
H 3.4200 -0.7612 2.4338 -1.1827 -0.5372 0.1551
```
Positions in Å, forces in eV/Å.